Computed, not measured: an isolated molecule of C6H11N at a distorted geometry, with the ωB97M-V functional and the def2-TZVPD basis.

Values from the calculation:
Gap between HOMO and LUMO (eV): 5.796
Largest force on an atom (eV Å⁻¹): 6.16
SMILES: C=C/C(C)=C(\C)N
E_tot (eV): -7885.08736
Energy relative to the best compared isomer or geometry (same formula, charge and spin) (kJ/mol): 525.27
Lowest unoccupied orbital energy (eV): -0.48

The geometry in ORCA input format:
```
! RIJCOSX wB97M-V def2-TZVPD def2/J DEFGRID3
* xyz 0 1
C -0.06 -2.61 -0.82
C -0.44 -1.35 -0.63
C 0.30 -0.10 -0.21
C 1.72 -0.26 0.38
C -0.31 1.18 -0.02
C -1.18 1.35 1.34
N -0.25 2.30 -0.97
H -0.54 -3.40 -1.45
H 0.89 -2.91 -0.31
H -1.48 -1.20 -0.99
H 2.51 -0.24 -0.40
H 1.90 -1.29 0.74
H 1.76 0.38 1.22
H -0.96 2.31 1.75
H -0.71 0.69 2.07
H -2.21 0.91 1.26
H 0.21 1.80 -1.72
H -1.15 2.44 -1.25
*
```

***

Computed, not measured: a cluster of 9 separate species, C43H92F5N10O9S3 in total at a distorted geometry, with the ωB97M-V functional and the def2-TZVPD basis.

Values from the calculation:
Gap between HOMO and LUMO (eV): 7.889
Largest force on an atom (eV Å⁻¹): 5.89
E_tot (eV): -125456.80804
Lowest unoccupied orbital energy (eV): -10.34

The geometry in ORCA input format:
```
! RIJCOSX wB97M-V def2-TZVPD def2/J DEFGRID3
* xyz 5 1
C 4.52 2.99 -0.27
F 4.49 2.93 1.06
F 4.20 4.21 -0.66
F 5.77 2.67 -0.66
S 3.28 1.75 -1.05
O 3.00 0.72 -0.04
O 2.12 2.59 -1.30
O 3.90 1.23 -2.27
C 4.77 -1.46 1.69
C 5.96 -2.09 2.44
N 7.14 -2.35 1.64
C 7.33 -3.43 0.83
C 8.55 -3.32 0.25
N 9.07 -2.10 0.61
C 8.21 -1.57 1.50
C 10.34 -1.49 0.24
H 5.04 -0.59 1.08
H 4.04 -1.28 2.48
H 4.28 -2.12 0.97
H 5.62 -2.99 2.96
H 6.24 -1.40 3.24
H 6.54 -4.14 0.65
H 9.03 -3.95 -0.49
H 8.41 -0.58 1.88
H 10.17 -0.48 -0.13
H 10.73 -1.96 -0.67
H 11.11 -1.59 1.00
C 2.16 5.88 1.23
C 1.33 4.61 1.41
N 1.75 3.80 2.55
C 2.12 4.24 3.79
C 2.48 3.15 4.52
N 2.22 2.05 3.74
C 1.81 2.45 2.53
C 2.32 0.68 4.23
H 1.93 6.32 0.26
H 3.22 5.61 1.22
H 2.02 6.64 1.99
H 1.39 3.99 0.52
H 0.28 4.86 1.61
H 2.14 5.31 3.96
H 2.80 2.98 5.53
H 1.45 1.90 1.68
H 2.15 0.61 5.31
H 3.33 0.31 4.09
H 1.59 0.04 3.74
C 0.42 3.94 -3.69
C -0.71 3.37 -4.46
O -0.60 2.55 -5.32
N -2.12 3.71 -4.02
H -2.06 4.48 -3.35
H -2.67 4.05 -4.81
C -2.83 2.48 -3.47
H 0.42 5.03 -3.80
H 1.37 3.48 -3.92
H 0.18 3.68 -2.65
H -3.86 2.75 -3.23
H -2.37 2.07 -2.58
H -2.79 1.79 -4.31
C 4.39 -1.68 -2.21
C 4.13 -3.16 -2.19
O 3.22 -3.69 -1.65
N 5.03 -4.04 -3.08
H 5.51 -3.38 -3.71
H 5.83 -4.36 -2.53
C 4.20 -5.04 -3.86
H 4.20 -1.22 -3.19
H 5.47 -1.49 -2.10
H 3.80 -1.16 -1.46
H 4.74 -5.30 -4.77
H 3.30 -4.52 -4.18
H 3.93 -5.86 -3.22
C 1.26 0.07 -3.58
C 1.24 -0.91 -4.79
C 0.22 -0.42 -5.85
N -0.22 -1.47 -6.87
C 1.06 -1.93 -7.61
C -0.86 -2.69 -6.25
C -1.60 -3.40 -7.41
C -2.03 -2.21 -8.26
C -1.19 -0.96 -7.93
H 1.76 0.98 -3.89
H 1.67 -0.38 -2.67
H 0.22 0.19 -3.26
H 0.99 -1.92 -4.44
H 2.28 -0.97 -5.12
H 0.69 0.34 -6.47
H -0.72 -0.15 -5.38
H 0.72 -2.61 -8.39
H 1.61 -2.50 -6.87
H 1.50 -1.01 -7.96
H -0.11 -3.30 -5.75
H -1.57 -2.38 -5.49
H -1.05 -4.19 -7.93
H -2.48 -3.91 -7.03
H -2.02 -2.37 -9.34
H -3.05 -1.95 -7.99
H -0.69 -0.51 -8.78
H -1.81 -0.24 -7.39
C 8.58 2.04 -2.98
C 7.97 2.77 -4.16
C 6.45 2.49 -4.19
N 5.75 3.04 -5.38
C 5.96 4.51 -5.60
C 4.28 2.72 -5.31
C 3.74 2.70 -6.73
C 4.96 2.48 -7.63
C 6.13 2.28 -6.65
H 8.30 2.64 -2.11
H 9.67 2.06 -2.99
H 8.22 1.02 -2.83
H 8.40 2.55 -5.14
H 7.97 3.84 -3.96
H 5.94 2.77 -3.26
H 6.28 1.41 -4.19
H 5.57 5.11 -4.78
H 5.44 4.66 -6.54
H 7.01 4.66 -5.84
H 3.80 3.28 -4.51
H 4.28 1.67 -4.98
H 3.26 3.62 -7.05
H 2.89 2.01 -6.79
H 5.20 3.33 -8.26
H 4.97 1.60 -8.28
H 7.02 2.63 -7.17
H 6.31 1.25 -6.35
C 5.15 9.03 2.23
C 5.63 7.81 1.48
C 7.16 7.87 1.48
N 7.77 6.73 0.66
C 7.41 5.37 1.20
C 9.31 6.79 0.75
C 9.78 6.13 -0.52
C 8.78 6.59 -1.59
C 7.53 6.96 -0.83
H 4.07 9.01 2.38
H 5.34 10.04 1.87
H 5.56 9.01 3.25
H 5.33 7.72 0.43
H 5.24 6.94 2.01
H 7.48 7.71 2.51
H 7.50 8.82 1.08
H 7.76 4.57 0.56
H 6.33 5.23 1.13
H 7.69 5.45 2.24
H 9.61 6.35 1.70
H 9.54 7.86 0.76
H 9.71 5.04 -0.42
H 10.82 6.38 -0.73
H 8.55 5.83 -2.33
H 9.17 7.42 -2.18
H 6.58 6.49 -1.11
H 7.26 8.02 -0.90
N 3.88 7.47 -3.94
S 3.46 6.40 -2.89
O 4.02 5.08 -3.03
O 2.16 6.49 -2.26
F 4.35 6.95 -1.63
S 2.82 6.89 -5.12
O 1.41 7.13 -4.96
O 3.17 5.68 -5.82
F 3.26 7.97 -6.19
*
```

***

Computed, not measured: an isolated molecule of C4H8O, with the ωB97M-V functional and the def2-TZVPD basis.

Values from the calculation:
Gap between HOMO and LUMO (spin up / spin down) (eV): 8.219 / 7.983
Largest force on an atom (eV Å⁻¹): 0.77
E_tot (eV): -6321.65968
Energy relative to the best compared isomer or geometry (same formula, charge and spin) (kJ/mol): 338.49
Lowest unoccupied orbital energy (spin up / spin down) (eV): 0.94 / 0.91

The geometry in ORCA input format:
```
! RIJCOSX wB97M-V def2-TZVPD def2/J DEFGRID3
* xyz 0 1
C -0.82 1.16 -1.24
O 0.48 0.96 -1.21
C 1.11 -0.06 -0.69
C -0.20 -0.22 1.36
C 0.35 -1.01 0.16
H -1.49 0.34 -1.03
H -1.11 2.07 -1.73
H -0.57 0.76 1.02
H 2.18 0.07 -0.67
H 0.59 -0.05 2.10
H -1.05 -0.70 1.85
H 1.01 -1.83 0.49
H -0.47 -1.49 -0.40
*
```

***

Computed, not measured: a cluster of 9 separate species, C24H66O9 in total at a distorted geometry, with the ωB97M-V functional and the def2-TZVPD basis.

Values from the calculation:
Gap between HOMO and LUMO (eV): 9.889
Largest force on an atom (eV Å⁻¹): 4.50
SMILES: CC(C)O.CC(C)O.CC(C)O.CC(C)O.CC(C)O.CC(C)O.CCO.CCO.CCO
E_tot (eV): -44380.77007
Energy relative to the best compared isomer or geometry (same formula, charge and spin) (kJ/mol): 511.27
Lowest unoccupied orbital energy (eV): 0.33

The geometry in ORCA input format:
```
! RIJCOSX wB97M-V def2-TZVPD def2/J DEFGRID3
* xyz 0 1
C -2.98 -1.70 -3.18
C -2.97 -2.83 -2.16
C -3.53 -4.11 -2.82
O -1.71 -3.13 -1.82
H -2.12 -1.62 -3.84
H -2.92 -0.75 -2.66
H -3.91 -1.70 -3.76
H -3.59 -2.55 -1.31
H -4.60 -3.93 -2.98
H -3.58 -5.00 -2.20
H -2.98 -4.38 -3.72
H -1.64 -4.04 -1.53
C -4.52 2.15 1.70
C -5.67 2.32 0.69
C -7.04 2.34 1.41
O -5.60 3.50 0.08
H -3.58 1.90 1.21
H -4.67 1.28 2.33
H -4.33 3.05 2.29
H -5.58 1.55 -0.07
H -7.22 3.32 1.85
H -7.11 1.52 2.13
H -7.72 2.18 0.58
H -5.91 4.17 0.70
C -0.94 4.33 -4.24
C -1.78 4.54 -2.97
C -1.89 5.99 -2.63
O -3.13 4.06 -3.23
H -1.23 4.86 -5.15
H -0.86 3.29 -4.58
H 0.06 4.63 -3.94
H -1.36 4.03 -2.11
H -1.04 6.35 -2.05
H -2.75 6.22 -2.00
H -2.00 6.63 -3.51
H -3.63 4.27 -2.43
C 1.40 -6.70 2.38
C 1.29 -6.59 0.83
C 2.01 -7.79 0.20
O 0.01 -6.78 0.34
H 0.74 -7.49 2.76
H 1.10 -5.73 2.77
H 2.45 -6.74 2.68
H 1.71 -5.64 0.52
H 1.73 -8.76 0.63
H 3.09 -7.66 0.24
H 1.76 -7.89 -0.85
H -0.35 -7.59 0.71
C 7.24 3.00 -1.00
C 7.33 4.30 -1.79
C 8.31 5.35 -1.21
O 7.82 3.85 -3.00
H 6.47 2.31 -1.37
H 7.00 3.14 0.05
H 8.19 2.47 -0.99
H 6.34 4.73 -1.95
H 9.30 4.91 -1.34
H 8.06 5.65 -0.19
H 8.47 6.16 -1.92
H 8.76 3.73 -2.83
C 0.39 2.78 6.14
C 1.78 3.28 6.22
C 2.51 2.94 7.54
O 2.52 2.86 5.15
H -0.21 3.34 6.86
H 0.48 1.70 6.26
H -0.11 2.94 5.18
H 1.66 4.35 6.07
H 2.96 1.94 7.63
H 1.84 3.14 8.37
H 3.43 3.53 7.62
H 3.41 2.96 5.50
C 1.42 0.09 0.27
C 2.52 -0.78 -0.35
O 1.90 -1.07 -1.57
H 0.63 -0.58 0.60
H 1.05 0.92 -0.32
H 1.87 0.58 1.13
H 2.57 -1.71 0.20
H 3.52 -0.33 -0.32
H 0.97 -1.20 -1.36
C 1.03 -3.68 -6.29
C 1.89 -2.38 -6.36
O 2.96 -2.56 -5.49
H 0.92 -4.10 -5.29
H 1.45 -4.43 -6.97
H 0.11 -3.36 -6.77
H 1.26 -1.54 -6.06
H 2.24 -2.23 -7.38
H 2.71 -2.09 -4.69
C -3.35 -2.48 3.52
C -4.20 -2.14 4.75
O -5.28 -3.02 4.96
H -2.68 -1.72 3.13
H -4.03 -2.62 2.68
H -2.79 -3.41 3.65
H -4.74 -1.21 4.54
H -3.61 -2.20 5.66
H -5.18 -3.48 5.80
*
```